Density functional theory data (wB97M-V/def2-TZVPD) for a cluster of 2 separate species, C6H12NO in total in a non-equilibrium geometry.

Cartesian coordinates (Å):
H: 0.66590 1.48072 1.14606
H: 1.93385 -0.43502 2.30711
H: 0.18210 -0.85764 1.87471
H: 2.80466 0.24633 -0.68906
H: -1.60311 -1.68020 0.51195
C: -1.51950 -0.63432 0.18594
H: 1.95904 2.04996 -0.85325
H: -2.99190 -1.06963 -1.14245
C: -1.38318 0.18566 -1.73760
C: 2.20039 1.12131 -0.25460
H: 0.46804 -0.83832 -1.24481
O: -1.51583 0.61987 -2.82698
C: 1.17505 0.60489 0.61482
C: 1.20570 -0.55080 1.52227
H: -3.34423 0.43326 -0.46425
H: 2.97977 1.37960 0.49327
H: -1.75880 -0.09143 1.04093
H: 1.48525 -1.48314 1.11124
C: -0.37015 -0.26299 -0.78839
N: -2.57307 -0.21813 -0.80692

The calculation puts the molecular weight at 114.17 g/mol. The value obtained for the largest force on an atom is 3.9 eV Å⁻¹. As for the total energy: -365.4190 Ha. The total charge is +1. As for the multiplicity: 1.

=====

Density functional theory data (wB97M-V/def2-TZVPD) for the ion C6H12NO with charge +2 in a non-equilibrium geometry.

Cartesian coordinates (Å):
H: -0.22512 1.37299 2.28404
H: -0.16358 -3.02012 -1.09766
C: 0.87385 -0.34067 0.52726
C: -0.12194 -1.54834 0.49557
N: 1.23861 2.07643 -0.12216
C: -1.41895 -1.36314 -1.71413
C: 0.20722 1.00057 0.13425
C: -0.56878 -2.04528 -0.82724
H: -1.69541 -1.78212 -2.67958
O: -1.92466 1.39987 1.18683
H: 2.18950 1.70702 -0.06987
H: -0.34916 0.84550 -0.78885
H: 1.13609 2.85544 0.53480
H: -1.99598 -0.47559 -1.47281
H: 1.36662 -0.29539 1.50016
H: 1.18308 2.48957 -1.05934
H: 1.65524 -0.54393 -0.19403
H: 0.40289 -2.36052 0.99892
H: -1.04038 -1.30519 1.05961
C: -0.74912 1.33292 1.30422

The calculation puts the molecular weight at 114.17 g/mol. The value obtained for the largest force on an atom is 1.2 eV Å⁻¹. As for the total energy: -365.0281 Ha. The total charge is +2. As for the multiplicity: 2.

=====

Density functional theory data (wB97M-V/def2-TZVPD) for the ion C6H12NO2 with charge +1 in a non-equilibrium geometry.

Cartesian coordinates (Å):
C: -2.48330 -0.00730 0.75867
H: 2.97350 -1.35959 -1.02077
O: 1.08303 0.98035 -1.23236
C: 2.33682 -1.01389 -0.12921
H: -2.57273 1.49062 -1.00304
C: 2.51365 0.25030 0.68357
H: 3.09729 1.08042 0.22735
H: 0.23020 -0.89368 1.21537
H: -1.77663 2.03865 0.57728
H: -0.80011 -0.54865 -1.93290
H: -2.59169 0.01168 1.80753
C: -1.20841 -0.10691 -0.07998
H: 2.55265 0.41729 1.78519
C: 1.33939 0.15656 -0.12192
N: 0.13144 -0.02836 0.72346
H: 2.14191 -1.85529 0.54454
H: -3.16243 -0.77610 0.34206
H: 0.01431 0.74528 1.40251
C: -2.01200 1.16289 -0.12300
O: -1.16739 -0.93912 -1.22569
H: 1.80547 0.94275 -1.98096

The calculation puts the molecular weight at 130.17 g/mol. The value obtained for the largest force on an atom is 7.1 eV Å⁻¹. As for the total energy: -440.6848 Ha. The total charge is +1. As for the multiplicity: 1.

=====

Density functional theory data (wB97M-V/def2-TZVPD) for the ion C6H12NO2 with charge +1 in a non-equilibrium geometry.

Cartesian coordinates (Å):
C: -2.03915 0.93861 -1.98516
C: 1.53707 0.61814 1.57749
H: 2.04448 1.44894 1.08860
H: -3.30849 0.90179 -3.40905
H: -2.13770 -1.58431 -1.79159
C: 0.64040 -0.10427 0.57077
H: 0.09624 -0.90489 1.07614
O: -2.80635 0.34118 -2.78802
O: -0.34348 1.99826 -0.11123
H: 3.15311 0.13886 2.92261
H: -1.64929 -1.76682 -0.10310
H: 1.26845 -0.57454 -0.19589
N: -1.25254 0.09402 -0.94899
C: -1.36896 -1.33224 -1.06307
H: -0.42459 -1.77307 -1.38812
C: -0.30356 0.80578 -0.12889
H: 3.22666 -0.72471 1.39014
C: 2.55531 -0.35266 2.16184
H: 0.91934 1.03311 2.37636
H: 2.05223 -1.20297 2.62277
H: -1.85919 2.00179 -1.87362

The calculation puts the molecular weight at 130.17 g/mol. The value obtained for the largest force on an atom is 7.7 eV Å⁻¹. As for the total energy: -440.7633 Ha. The total charge is +1. As for the multiplicity: 1.

=====

Density functional theory data (wB97M-V/def2-TZVPD) for a structure of composition C6H12NO2P in a non-equilibrium geometry.

Cartesian coordinates (Å):
H: 3.05660 -0.84416 -0.82222
H: 1.12024 -2.52009 0.26871
H: -0.72241 -0.78035 1.83367
H: 1.33937 0.31543 -2.02199
C: 0.80581 1.63358 -0.47986
H: 1.18010 2.61001 -1.10332
H: 1.28110 1.85104 0.45270
H: -1.63671 0.61823 2.16472
H: 0.27172 0.69266 1.87763
H: -2.74706 -0.04967 -1.22512
C: -2.48157 0.03841 -0.15647
O: 2.63685 0.05827 0.99868
C: -0.98793 0.30663 0.01559
H: -2.72355 -1.04575 0.16420
C: 2.47235 -0.20519 -0.16315
C: -0.70719 0.23994 1.50538
C: 1.39445 0.35754 -1.00804
H: -3.12132 0.77845 0.54572
O: -0.65342 1.59458 -0.51288
N: -0.14278 -0.65017 -0.66992
P: -0.09796 -2.25789 -0.21424
H: 0.46331 -2.74153 -1.44981

The calculation puts the molecular weight at 161.14 g/mol. The value obtained for the largest force on an atom is 6.2 eV Å⁻¹. As for the total energy: -782.2689 Ha. As for the multiplicity: 1.

=====

Density functional theory data (wB97M-V/def2-TZVPD) for an isolated molecule of C6H12NO4P in a non-equilibrium geometry.

Cartesian coordinates (Å):
C: -0.50103 2.75123 -0.85810
H: 1.03964 -2.35225 -1.16654
H: 0.22764 -3.46516 0.08475
P: 0.69232 -0.16424 -0.36719
C: -1.19420 0.51637 -0.35427
H: -0.96747 3.65967 -1.20322
C: -2.09460 -0.69086 -0.19753
C: 1.00427 -2.65142 -0.15435
H: -0.05288 2.28039 -1.70817
O: 1.39401 0.95212 0.56846
H: 3.12746 1.34322 -0.37726
C: -2.95170 -0.75990 1.03571
N: -1.44506 1.72075 -0.45556
H: 0.13768 2.88528 0.01346
H: -4.04556 -1.02675 0.88322
O: -1.93732 -1.61648 -0.91558
H: 3.15556 0.00783 0.88889
C: 2.80635 1.04621 0.59768
H: -2.83584 0.13933 1.60514
O: 0.51664 -1.48320 0.54353
H: 3.06240 1.90465 1.37004
O: 1.27144 -0.45947 -1.70287
H: 1.99419 -2.94342 0.26664
H: -2.40393 -1.59389 1.60313

The calculation puts the molecular weight at 193.14 g/mol. The value obtained for the largest force on an atom is 5.3 eV Å⁻¹. As for the total energy: -932.7721 Ha. As for the multiplicity: 3.

=====

Density functional theory data (wB97M-V/def2-TZVPD) for the ion C6H12NO4PS2 with charge -2 in a non-equilibrium geometry.

Cartesian coordinates (Å):
P: -0.55317 -0.48154 -1.53262
H: -2.58546 2.49810 1.42530
C: -0.77364 2.07947 0.12935
O: 0.31153 0.66670 -2.08063
S: -0.29554 0.92938 1.49039
C: -0.35040 -0.55644 0.50551
C: 3.23514 0.50186 0.29063
H: 1.70070 -0.55018 -1.03542
H: 3.10380 -1.59671 -0.70784
H: -0.88435 -2.58807 -0.67051
H: -0.61121 1.55999 -0.88743
O: -2.03126 -0.30548 -1.61547
O: -1.97328 -1.44146 2.10651
H: -1.88482 -3.37365 0.66029
H: -0.25636 2.96257 0.19983
C: -1.30021 -1.65429 1.08186
H: -2.75174 2.86195 -0.13553
N: -1.22291 -2.72080 0.29734
C: 2.57767 -0.77837 -0.31712
H: 3.83275 0.14707 1.05920
S: 1.54352 -1.69634 0.91368
C: -2.30920 2.16745 0.46205
H: -2.81278 1.25990 0.19800
O: -0.07739 -1.83696 -1.99437
H: 3.86342 0.86034 -0.55196
H: 2.50521 1.08553 0.70898

The calculation puts the molecular weight at 257.27 g/mol. The value obtained for the largest force on an atom is 4.9 eV Å⁻¹. As for the total energy: -1729.3069 Ha. The total charge is -2. As for the multiplicity: 1.

=====

Density functional theory data (wB97M-V/def2-TZVPD) for the ion C6H12NO5S with charge +1 in a non-equilibrium geometry.

Cartesian coordinates (Å):
C: -0.30214 -0.89692 1.48586
H: 1.02860 1.54596 0.70279
O: -0.65225 3.42283 -0.59343
C: 0.07469 -1.52508 0.19625
O: -0.34989 0.42861 1.62941
H: 1.08161 -3.33744 0.86326
C: -0.93972 2.57303 0.48195
H: 0.73263 2.21421 -1.77305
O: -0.29708 -1.77820 2.51559
S: -1.75503 -1.62808 -0.02309
O: 0.89346 -1.26789 -2.05621
H: 1.27899 -3.07457 -0.60039
H: 0.48024 -0.83173 -2.80332
H: -0.73589 2.98157 1.56585
O: 0.90434 1.29339 -1.85914
H: -0.82014 0.65254 -1.33998
C: 0.83288 -0.69372 -0.81758
H: -1.28475 4.21186 -0.68733
N: 0.48338 -2.94444 0.08795
H: -0.33974 -3.58223 -0.04482
H: -0.37681 -1.29178 3.32571
C: 0.01863 1.35743 0.53527
H: -1.84406 2.05965 0.42122
H: 1.76825 -0.58779 -0.35024
C: 0.11981 0.69879 -0.86254

The calculation puts the molecular weight at 210.23 g/mol. The value obtained for the largest force on an atom is 4.2 eV Å⁻¹. As for the total energy: -1064.6140 Ha. The total charge is +1. As for the multiplicity: 1.

=====

Density functional theory data (wB97M-V/def2-TZVPD) for a cluster of 2 separate species, C6H12NO6 in total in a non-equilibrium geometry.

Cartesian coordinates (Å):
H: 0.85316 2.57883 1.18422
O: -0.71399 -1.64159 -4.09504
H: 4.06434 -0.81211 0.47225
C: 1.85832 0.82493 0.10482
O: -2.40548 -1.21880 -0.57658
H: -0.05831 2.12923 -0.46150
C: 3.22963 -0.81602 1.29266
H: 3.79990 -0.92631 2.33531
H: -0.10531 -0.31413 1.57821
H: 2.58500 1.62842 -0.39608
H: -2.54258 1.08338 1.69144
C: -0.52586 0.78268 1.44613
H: 1.65206 -0.06023 -0.63296
C: 0.47788 1.68520 0.48955
H: 2.50715 -1.75147 1.23996
N: -1.93327 0.74902 0.89247
C: -1.32693 -0.54777 -4.13892
H: -3.56244 -1.89976 1.71129
O: -1.79616 -0.22326 -2.94253
H: -1.42420 -1.03921 -2.55040
O: 2.45985 0.44026 1.39087
O: -2.64863 -1.49272 1.88027
H: -0.57664 1.29704 2.51667
O: -1.55094 0.23961 -5.08533
C: -2.31655 -0.69521 0.65321

The calculation puts the molecular weight at 194.16 g/mol. The value obtained for the largest force on an atom is 9.5 eV Å⁻¹. As for the total energy: -741.9376 Ha. The total charge is -1. As for the multiplicity: 1.

=====

Density functional theory data (wB97M-V/def2-TZVPD) for the ion C6H12NOS with charge +1 in a non-equilibrium geometry.

Cartesian coordinates (Å):
C: 1.92672 0.37389 0.48902
H: 1.75059 0.13643 1.57007
H: -1.52124 2.36394 0.33841
H: -1.13515 -0.61572 -1.40235
C: -1.64167 1.49639 -0.17775
H: -3.77131 1.26013 1.21033
C: 1.69799 -0.93675 -0.42791
N: -0.83649 0.39121 0.39584
H: -1.80505 -1.45209 0.03076
H: -1.09233 0.15180 1.35482
H: 1.48101 -0.58207 -1.52307
H: 2.62968 -1.53233 -0.37896
H: -1.39646 1.54183 -1.18308
H: 0.46064 -2.27120 0.82552
H: 0.51956 -2.48060 -0.98763
C: -0.88241 -1.04232 -0.37092
S: -3.50746 1.04971 -0.06208
C: 0.46259 -1.79917 -0.10168
H: 0.30925 0.58030 0.41235
C: 2.87536 1.21264 0.14617
O: 3.47617 2.15396 -0.15785

The calculation puts the molecular weight at 146.24 g/mol. The value obtained for the largest force on an atom is 5.0 eV Å⁻¹. As for the total energy: -763.5220 Ha. The total charge is +1. As for the multiplicity: 3.

=====

Density functional theory data (wB97M-V/def2-TZVPD) for a cluster of 2 separate species, C6H12NOS2 in total in a non-equilibrium geometry.

Cartesian coordinates (Å):
H: 2.68780 -0.30572 0.06643
H: 0.66545 1.10825 -1.66943
C: -0.09520 -1.95444 -0.32265
H: -1.69904 0.65422 3.27707
H: -0.60014 -2.10305 0.63320
H: 0.36644 -2.87708 -0.68286
O: 2.89120 -0.50240 -2.96488
H: -3.89460 3.08200 0.75261
S: -1.33981 0.52003 0.80649
C: 2.18532 -0.44516 -2.03806
H: 0.99400 1.09142 0.88444
H: -0.66210 1.89421 2.82534
C: -1.57885 1.32795 2.46109
C: 2.23124 -0.99327 -0.61220
H: 0.03828 -0.27259 -2.46004
S: -3.43520 2.19756 -0.15787
H: -2.37005 2.03280 2.33918
C: 0.78491 0.03770 -1.76416
H: 2.61568 -1.96159 -0.59531
H: -0.89727 -1.91695 -1.01713
C: 0.35388 0.16829 0.63397
N: 0.75806 -0.78218 -0.39524

The calculation puts the molecular weight at 178.30 g/mol. The value obtained for the largest force on an atom is 3.3 eV Å⁻¹. As for the total energy: -1161.7361 Ha. The total charge is +1. As for the multiplicity: 1.